(1)
The following is a DFT calculation (the ωB97M-V functional and the def2-TZVPD basis) of a molecular structure, C6H12O.

The geometry in XYZ format:
```
19
C6H12O | the OMol25 dataset | the ωB97M-V functional and the def2-TZVPD basis
C -1.258 0.937 1.532
C -0.762 -0.272 0.771
O -1.699 -0.814 -0.176
C -0.609 -1.209 -1.021
C 0.338 -0.212 -0.325
C 1.723 -0.670 0.106
C 0.434 1.070 -1.154
H -2.277 0.754 1.890
H -0.628 1.113 2.411
H -1.264 1.839 0.916
H -0.507 -1.068 1.495
H -0.835 -1.041 -2.081
H -0.328 -2.262 -0.865
H 1.675 -1.574 0.722
H 2.208 0.117 0.698
H 2.368 -0.874 -0.756
H 0.837 1.920 -0.591
H -0.533 1.361 -1.579
H 1.117 0.884 -1.993
```

Calculated values
Molecular weight   100.2 g mol⁻¹
Multiplicity   1
DFT total energy   -311.01959 Ha
Kohn-Sham gap   0.38542 Ha
ΔE to the lowest compared entry with this formula, charge and spin   104.2 kJ/mol
Net charge   0

---

(2)
The following is a DFT calculation (the ωB97M-V functional and the def2-TZVPD basis) of C6H12O in the gas phase.

The geometry in XYZ format:
```
19
C6H12O | the OMol25 dataset | the ωB97M-V functional and the def2-TZVPD basis
C -0.869 -1.301 -1.085
C -0.714 0.108 -0.496
C -0.612 1.120 -1.646
C 0.578 0.303 0.304
C 0.711 1.034 1.619
C 1.190 -0.376 1.513
O 0.546 -1.267 2.377
H -1.203 -2.040 -0.345
H -1.602 -1.297 -1.903
H 0.084 -1.647 -1.506
H -1.604 0.337 0.110
H -1.506 1.151 -2.277
H 0.240 0.838 -2.279
H -0.405 2.126 -1.266
H 1.390 0.567 -0.382
H 1.396 1.873 1.715
H -0.180 1.087 2.246
H 2.262 -0.550 1.401
H 0.297 -2.065 1.900
```

Calculated values
Molecular weight   100.2 g mol⁻¹
Multiplicity   1
DFT total energy   -311.00638 Ha
Kohn-Sham gap   0.39255 Ha
ΔE to the lowest compared entry with this formula, charge and spin   138.9 kJ/mol
Net charge   0

---

(3)
The following is a DFT calculation (the ωB97M-V functional and the def2-TZVPD basis) of C6H12O in the gas phase.

The geometry in XYZ format:
```
19
C6H12O | the OMol25 dataset | the ωB97M-V functional and the def2-TZVPD basis
C -2.795 1.424 -0.915
C -1.436 0.848 -1.262
O -0.773 0.525 -0.061
C 0.552 0.116 -0.271
C 1.189 -0.317 1.030
C 2.546 -0.906 0.892
C 1.528 -1.920 1.195
H -3.355 1.670 -1.823
H -3.374 0.703 -0.330
H -2.676 2.333 -0.318
H -0.847 1.580 -1.842
H -1.541 -0.052 -1.892
H 0.592 -0.718 -0.997
H 1.132 0.944 -0.728
H 0.534 -0.735 1.806
H 2.880 -0.986 -0.143
H 3.340 -0.705 1.598
H 1.111 -2.579 0.453
H 1.561 -2.316 2.218
```

Calculated values
Molecular weight   100.2 g mol⁻¹
Multiplicity   1
DFT total energy   -310.93384 Ha
Kohn-Sham gap   0.35642 Ha
ΔE to the lowest compared entry with this formula, charge and spin   329.3 kJ/mol
Net charge   0

---

(4)
The following is a DFT calculation (the ωB97M-V functional and the def2-TZVPD basis) of 3 unconnected molecules or ions with the total composition C6H12O.

The geometry in XYZ format:
```
19
C6H12O | the OMol25 dataset | the ωB97M-V functional and the def2-TZVPD basis
C -2.135 -0.114 0.858
C -1.730 1.012 0.369
C -2.242 0.018 -0.634
H -2.332 -0.742 1.713
H -1.333 2.007 0.503
H -1.537 -0.513 -1.284
H -3.217 0.179 -1.099
C -0.038 -2.107 0.551
O 0.552 -1.988 -0.493
H -0.978 -2.687 0.627
H 0.331 -1.656 1.494
C 2.312 0.694 0.254
C 1.359 0.964 -0.905
H 3.340 0.981 0.006
H 2.023 1.250 1.155
H 2.310 -0.373 0.497
H 1.624 0.380 -1.792
H 1.346 2.024 -1.185
H 0.344 0.669 -0.635
```

Calculated values
Molecular weight   100.2 g mol⁻¹
Multiplicity   1
DFT total energy   -310.90814 Ha
Kohn-Sham gap   0.38201 Ha
ΔE to the lowest compared entry with this formula, charge and spin   396.8 kJ/mol
Net charge   0

---

(5)
The following is a DFT calculation (the ωB97M-V functional and the def2-TZVPD basis) of 2 unconnected molecules or ions with the total composition C6H12O.

The geometry in XYZ format:
```
19
C6H12O | the OMol25 dataset | the ωB97M-V functional and the def2-TZVPD basis
C -1.544 0.543 -1.916
C -0.490 -0.326 -1.220
C -0.360 -1.665 -1.366
C 0.585 0.213 0.971
C 0.407 0.428 -0.376
C 1.133 1.619 -0.949
H -1.880 1.289 -1.203
H -1.207 0.958 -2.865
H -2.382 -0.090 -2.204
H 0.549 -2.118 -0.997
H -1.137 -2.197 -1.890
H 1.517 0.472 1.456
H -0.332 -0.055 1.490
H 0.430 2.249 -1.495
H 1.514 2.314 -0.191
H 2.029 1.402 -1.538
H 0.428 -1.062 4.324
H 0.164 -1.985 5.420
O 0.575 -1.991 4.548
```

Calculated values
Molecular weight   100.2 g mol⁻¹
Multiplicity   2
<S²>   0.77
DFT total energy   -310.66283 Ha
Kohn-Sham gap (alpha / beta)   0.33756 / 0.22859 Ha
ΔE to the lowest compared entry with this formula, charge and spin   142.9 kJ/mol
Net charge   +1

---

(6)
The following is a DFT calculation (the ωB97M-V functional and the def2-TZVPD basis) of a molecular structure, C6H12O2.

The geometry in XYZ format:
```
20
C6H12O2 | the OMol25 dataset | the ωB97M-V functional and the def2-TZVPD basis
C -0.507 -1.596 1.172
C 0.762 -0.920 1.653
C 0.901 0.455 1.721
C 0.581 1.476 0.821
C 0.151 1.338 -0.632
O -0.642 2.665 -1.487
C 0.477 0.239 -1.550
H -1.235 -0.918 0.969
H -0.912 -2.280 1.886
H -0.379 -2.121 0.199
H 1.494 -1.437 2.302
H 1.479 0.890 2.567
H 0.921 2.538 1.198
H -0.928 1.540 -0.634
H 0.100 -0.812 -1.256
H 1.589 0.032 -1.599
H 0.032 0.364 -2.612
H 0.460 2.264 -1.232
H -2.456 -2.040 -2.070
O -1.887 -1.679 -1.414
```

Calculated values
Molecular weight   116.2 g mol⁻¹
Multiplicity   1
DFT total energy   -385.86372 Ha
Kohn-Sham gap   0.14227 Ha
ΔE to the lowest compared entry with this formula, charge and spin   1198.4 kJ/mol
Net charge   0